(1)
Here is a single C5H12O molecule from the Open Molecules 2025 dataset. Energies are from ωB97M-V with the def2-TZVPD basis set.

lowest unoccupied orbital energy = 0.98 eV
HOMO level = -10.2 eV
HOMO-LUMO gap = 0.4110 Eh
SMILES = CC(C)CCO
E = -272.934785 hartree

Each line ends with the Löwdin charge.
Positions of all 18 atoms, in Å:
C (0.9809, -0.7548, -1.2495)  -0.08
C (-0.2482, -0.0478, -0.6733)  -0.46
C (-0.8031, 0.9756, -1.6635)  -0.09
C (0.0718, 0.5789, 0.6896)  -0.17
C (0.1600, -0.4574, 1.8168)  -0.27
O (-0.7476, -0.0732, 2.8373)  -0.07
H (1.4402, -1.4327, -0.5194)  0.07
H (1.7408, -0.0169, -1.5389)  0.08
H (0.7307, -1.3428, -2.1398)  0.08
H (-1.0327, -0.8004, -0.5031)  0.13
H (-0.0363, 1.7029, -1.9589)  0.08
H (-1.6427, 1.5293, -1.2280)  0.08
H (-1.1626, 0.4823, -2.5742)  0.08
H (1.0009, 1.1610, 0.6189)  0.12
H (-0.7202, 1.2803, 0.9752)  0.11
H (1.1832, -0.5351, 2.2151)  0.11
H (-0.1085, -1.4521, 1.4241)  0.11
H (-0.8065, -0.7971, 3.4716)  0.08

---

(2)
Here is 2 unconnected molecules or ions with the total composition C5H12O from the Open Molecules 2025 dataset. Energies are from ωB97M-V with the def2-TZVPD basis set.

lowest unoccupied orbital energy = 0.88 eV
HOMO level = -9.3 eV
HOMO-LUMO gap = 0.3727 Eh
SMILES = CC=C(C)C.O
E = -272.891442 hartree

Each line ends with the Löwdin charge.
Positions of all 18 atoms, in Å:
C (0.1522, 0.4802, 1.9510)  -0.07
C (0.3038, 0.0460, 0.4624)  -0.40
C (-0.1673, -1.0673, -0.1818)  -0.14
C (0.0701, -1.6448, -1.5817)  -0.08
C (1.3792, 0.8769, -0.1579)  -0.11
H (1.0177, 0.1759, 2.5768)  0.08
H (0.2424, 1.5951, 2.0060)  0.07
H (-0.7939, 0.2550, 2.4849)  0.08
H (-0.9200, -1.6789, 0.3947)  0.12
H (0.8940, -1.0777, -2.0395)  0.06
H (-0.7726, -1.5121, -2.2456)  0.07
H (0.3282, -2.6862, -1.4646)  0.07
H (1.4976, 0.7009, -1.3280)  0.10
H (1.2161, 2.0724, 0.0818)  0.13
H (2.4277, 0.7075, 0.2817)  0.09
H (-3.0079, 1.0605, -0.0966)  0.01
H (-1.5293, 0.6194, -0.3736)  0.01
O (-2.3378, 1.0769, -0.7700)  -0.09

---

(3)
Here is 2 unconnected molecules or ions with the total composition C5H12O from the Open Molecules 2025 dataset. Energies are from ωB97M-V with the def2-TZVPD basis set.

lowest unoccupied orbital energy = 1.09 eV
HOMO level = -9.4 eV
HOMO-LUMO gap = 0.3837 Eh
SMILES = C=CC.CCO
E = -272.891665 hartree

Each line ends with the Löwdin charge.
Positions of all 18 atoms, in Å:
C (-0.8869, -1.0211, 2.5134)  -0.09
C (-0.9079, -0.8538, 1.0092)  -0.34
O (-0.3051, 0.3889, 0.7175)  -0.12
C (0.5349, 0.2295, -1.6249)  -0.26
C (-0.0166, 1.6020, -1.8849)  -0.10
C (1.7862, -0.0266, -1.2388)  -0.04
H (-1.3558, -0.1344, 2.9508)  0.08
H (0.1553, -1.0533, 2.8526)  0.08
H (-1.4146, -1.9139, 2.8576)  0.07
H (-0.3987, -1.6899, 0.4978)  0.11
H (-1.9352, -0.8293, 0.6198)  0.11
H (-0.1637, -0.5994, -1.7489)  0.10
H (0.1544, 1.8591, -2.9342)  0.08
H (0.4781, 2.3566, -1.2653)  0.08
H (-1.0914, 1.6570, -1.6920)  0.08
H (2.1339, -1.0412, -1.0661)  0.06
H (0.6179, 0.2229, 0.4615)  0.04
H (2.4976, 0.7816, -1.0834)  0.07

---

(4)
Here is a single C5H12O molecule from the Open Molecules 2025 dataset. Energies are from ωB97M-V with the def2-TZVPD basis set.

lowest unoccupied orbital energy = 1.16 eV
HOMO level = -9.7 eV
HOMO-LUMO gap = 0.4004 Eh
SMILES = CCCCOC
E = -272.920394 hartree

Each line ends with the Löwdin charge.
Positions of all 18 atoms, in Å:
C (1.6263, 1.3942, 1.9881)  -0.12
C (0.8439, 1.1765, 0.6943)  -0.28
C (0.6122, -0.2881, 0.3133)  -0.19
C (-0.2528, -0.4326, -0.9444)  -0.25
O (-1.0018, -1.6280, -0.8630)  -0.20
C (-2.1597, -1.5919, -1.6581)  -0.13
H (1.1313, 0.9219, 2.8439)  0.07
H (1.6902, 2.4690, 2.1949)  0.07
H (2.6472, 0.9958, 1.9307)  0.07
H (1.3640, 1.6966, -0.1193)  0.11
H (-0.1340, 1.6712, 0.7924)  0.11
H (1.5699, -0.8116, 0.1855)  0.12
H (0.0834, -0.7976, 1.1266)  0.12
H (-0.9471, 0.4246, -1.0205)  0.12
H (0.3694, -0.4400, -1.8594)  0.13
H (-2.6503, -2.5696, -1.5847)  0.09
H (-1.9474, -1.3825, -2.7196)  0.09
H (-2.8447, -0.8078, -1.3007)  0.09

---

(5)
Here is 2 unconnected molecules or ions with the total composition C5H12O from the Open Molecules 2025 dataset. Energies are from ωB97M-V with the def2-TZVPD basis set.

lowest unoccupied orbital energy = 0.74 eV
HOMO level = -9.3 eV
HOMO-LUMO gap = 0.3696 Eh
SMILES = C=C(C)C.CO
E = -272.897692 hartree

Each line ends with the Löwdin charge.
Positions of all 18 atoms, in Å:
C (2.1709, 0.2313, -1.2694)  -0.44
C (2.4290, -0.9421, -1.8469)  0.03
C (3.0814, 0.8552, -0.2554)  -0.08
C (-4.3725, -1.1164, 2.6868)  -0.15
C (0.9550, 1.0395, -1.6102)  -0.08
O (-4.3526, -0.4592, 1.3981)  -0.14
H (-3.6894, 0.2293, 1.2554)  0.07
H (1.8237, -1.3147, -2.6578)  0.05
H (3.3601, -1.4554, -1.6649)  0.05
H (0.3502, 0.5416, -2.3641)  0.07
H (0.3500, 1.1924, -0.7153)  0.08
H (3.9583, 0.2393, -0.0730)  0.07
H (3.4213, 1.8386, -0.5828)  0.08
H (2.5490, 1.0009, 0.6856)  0.08
H (-3.5958, -1.8837, 2.7522)  0.07
H (-4.3453, -0.3959, 3.5090)  0.07
H (-5.3341, -1.6239, 2.7374)  0.07
H (1.2409, 2.0233, -1.9844)  0.08

---

(6)
Here is a single C5H12O molecule from the Open Molecules 2025 dataset. Energies are from ωB97M-V with the def2-TZVPD basis set.

lowest unoccupied orbital energy = 1.13 eV
HOMO level = -9.8 eV
HOMO-LUMO gap = 0.4026 Eh
SMILES = COCC(C)C
E = -272.927158 hartree

Each line ends with the Löwdin charge.
Positions of all 18 atoms, in Å:
C (2.7792, 0.2643, 0.1842)  -0.12
O (1.4577, 0.7143, 0.0344)  -0.19
C (0.5420, -0.3517, -0.0474)  -0.25
C (-0.8481, 0.1752, -0.3873)  -0.42
C (-1.4275, 1.0446, 0.7282)  -0.08
C (-1.7774, -0.9997, -0.6949)  -0.09
H (3.0558, -0.4399, -0.6181)  0.09
H (2.9385, -0.2382, 1.1531)  0.09
H (3.4318, 1.1387, 0.1213)  0.09
H (0.8739, -1.0606, -0.8274)  0.13
H (0.5138, -0.9111, 0.9069)  0.14
H (-0.7362, 0.7915, -1.2899)  0.14
H (-0.7571, 1.8670, 0.9906)  0.08
H (-2.3892, 1.4710, 0.4203)  0.08
H (-1.6011, 0.4447, 1.6310)  0.08
H (-1.4213, -1.5841, -1.5502)  0.08
H (-1.8442, -1.6739, 0.1690)  0.08
H (-2.7907, -0.6521, -0.9238)  0.08

---

(7)
Here is a single C5H12O molecule from the Open Molecules 2025 dataset. Energies are from ωB97M-V with the def2-TZVPD basis set.

lowest unoccupied orbital energy = 0.99 eV
HOMO level = -10.3 eV
HOMO-LUMO gap = 0.4148 Eh
SMILES = CC(C)CCO
E = -272.936344 hartree

Each line ends with the Löwdin charge.
Positions of all 18 atoms, in Å:
C (-1.2165, 0.8273, -0.9760)  -0.08
C (-0.6444, -0.3811, -0.2164)  -0.44
C (-1.7252, -0.9895, 0.6836)  -0.09
C (0.5912, -0.0133, 0.6145)  -0.19
C (1.8608, 0.1956, -0.1947)  -0.28
O (2.9029, 0.4934, 0.7179)  -0.07
H (-0.4654, 1.6075, -1.1401)  0.07
H (-2.0370, 1.2844, -0.4105)  0.08
H (-1.6195, 0.5316, -1.9489)  0.08
H (-0.3467, -1.1446, -0.9511)  0.13
H (-1.9795, -0.2924, 1.4923)  0.08
H (-1.3987, -1.9285, 1.1433)  0.08
H (-2.6456, -1.1930, 0.1252)  0.08
H (0.3890, 0.9011, 1.1871)  0.13
H (0.8005, -0.8013, 1.3480)  0.12
H (1.7292, 1.0098, -0.9259)  0.11
H (2.0859, -0.7197, -0.7664)  0.12
H (3.7188, 0.6128, 0.2182)  0.08

---

How do the records compare in ΔE to the lowest compared entry with this formula, charge and spin? In the order shown, they have 36.4; 150.2; 149.6; 74.2; 133.8; 56.5; 32.3 kJ/mol.